# 1
54
Properties=species:S:1:pos:R:3:forces:R:3:lowdin_charge:R:1 method="wB97M-V/def2-TZVPD" smiles="CCOc1ccccc1Oc1c(C)oc2cc(OC(=O)N3CCOCC3)ccc2c1=O" e_tot_ha=-1471.67431 orbital_gap_ev=8.3555 charge=0 fmax_ha_per_bohr=0.019 relative_energy_kj_mol=104.5 lumo_ev=0.22 molar_mass_da=425.4
C -4.64475 -1.73636 -2.38430 -0.3154 0.2148 0.1574 -0.0556
C -6.04149 -1.16095 -2.17429 0.2218 -0.3962 -0.3343 -0.2387
O -6.01133 0.01836 -1.38756 -0.0524 0.2520 0.3961 -0.0493
C -5.77236 -0.16231 -0.04760 0.3055 0.2060 -0.0084 -0.2118
C -6.63023 -0.88237 0.77305 0.0518 0.0633 -0.1786 -0.0054
C -6.37608 -1.00225 2.12743 -0.0281 -0.0804 0.0632 -0.0866
C -5.26493 -0.39334 2.68176 0.0258 0.0126 0.0474 -0.0813
C -4.40697 0.33768 1.88169 -0.0179 0.1444 -0.2304 -0.0082
C -4.64548 0.44546 0.51925 -0.5182 -0.1339 0.2717 -0.1849
O -3.84295 1.20166 -0.30597 0.1438 -0.0750 -0.2527 0.0617
C -2.48978 1.10610 -0.12844 0.3394 0.2006 0.0916 -0.1281
C -1.74288 2.22630 -0.30780 -0.7458 -0.2981 0.1075 -0.1934
O -0.39355 2.23178 -0.23708 0.0166 0.2247 -0.0880 0.0972
C 0.25840 1.08165 0.04117 0.1948 -0.9262 0.1912 -0.1720
C 1.64799 1.13591 0.12183 0.1215 -0.0137 0.0086 0.0967
C 2.36403 -0.01489 0.40098 -0.5208 0.1165 -0.1687 -0.2073
C 1.70737 -1.23105 0.60524 0.0981 -0.1459 0.0683 0.0146
C 0.33738 -1.27729 0.51114 0.0558 0.2157 0.0160 0.0240
C -0.41279 -0.13065 0.23460 0.1543 0.3119 -0.0414 -0.0590
C -1.87482 -0.20008 0.12998 -0.0920 -0.0159 -0.1398 -0.2873
O -2.50974 -1.23908 0.22893 0.2522 0.1656 -0.0745 0.0923
H -0.19966 -2.20204 0.65623 -0.0387 -0.0772 0.0114 0.1266
H 2.27398 -2.12165 0.81867 0.0123 -0.0285 0.0001 0.1178
O 3.72684 0.14151 0.52573 -0.0317 0.1451 0.0985 0.0770
C 4.58403 -0.85365 0.14186 0.1277 -0.2206 -0.0441 -0.5008
O 4.25314 -1.85594 -0.43990 -0.2484 -0.0733 -0.1440 0.1082
N 5.85143 -0.56628 0.50445 0.0000 0.1408 0.0973 -0.0342
C 6.30280 0.68468 1.07556 0.1726 0.4073 -0.1185 -0.1039
H 5.44858 1.30366 1.34075 0.1225 -0.0318 0.0368 0.1268
C 7.19835 1.40099 0.05618 -0.2241 0.0681 0.2953 -0.1836
H 7.64314 2.29555 0.49461 -0.0956 -0.0088 -0.0294 0.1280
O 8.27207 0.58059 -0.34049 0.1554 0.0354 0.0324 -0.1289
C 7.81394 -0.61834 -0.92580 -0.1246 -0.3314 0.0873 -0.1790
H 8.70527 -1.18658 -1.19404 -0.0910 -0.0201 -0.0365 0.1283
C 6.93846 -1.41090 0.05038 0.1743 -0.0744 -0.3328 -0.1011
H 6.51413 -2.29111 -0.43232 0.0997 0.0546 0.0762 0.1279
H 7.53342 -1.71174 0.91892 -0.0155 -0.0210 -0.0640 0.1346
H 7.23503 -0.39556 -1.83492 0.0461 -0.0356 0.0488 0.1325
H 6.59625 1.68408 -0.82122 0.0296 0.0064 0.0700 0.1315
H 6.88739 0.45996 1.97473 -0.0542 0.0791 -0.0286 0.1347
H 2.15665 2.07379 -0.03086 0.0836 0.1097 -0.0288 0.1354
C -2.33129 3.55862 -0.63460 0.1523 -0.1871 0.0683 0.0279
H -1.70670 4.34829 -0.22489 0.0118 0.0525 0.0362 0.0912
H -3.33902 3.62159 -0.23410 -0.0109 0.0310 -0.0040 0.0919
H -2.38827 3.68841 -1.71482 -0.0002 0.0303 -0.0759 0.0996
H -3.53317 0.81414 2.30426 0.0651 0.0453 0.0156 0.1258
H -5.06348 -0.48414 3.73828 0.0165 -0.0042 0.0881 0.1022
H -7.05017 -1.57119 2.74978 -0.0629 -0.0407 0.0468 0.1007
H -7.50283 -1.35088 0.34234 -0.0747 -0.0023 -0.0739 0.1167
H -6.69290 -1.91655 -1.71701 -0.0042 0.1243 -0.0584 0.1101
H -6.47851 -0.85004 -3.12713 -0.0244 -0.0949 0.1298 0.1211
H -4.70287 -2.64899 -2.97159 0.0104 -0.1196 -0.0822 0.0748
H -4.02061 -1.01581 -2.90776 0.0767 0.0483 -0.0511 0.0804
H -4.18041 -1.95875 -1.42523 0.0536 -0.0497 0.0314 0.0624

***

# 2
12
Properties=species:S:1:pos:R:3:forces:R:3:lowdin_charge:R:1 method="wB97M-V/def2-TZVPD" smiles="O=CCCC=O" e_tot_ha=-306.43337 orbital_gap_ev=10.8472 charge=0 fmax_ha_per_bohr=0.021 relative_energy_kj_mol=191.5 lumo_ev=0.71 molar_mass_da=86.1
C -0.65281 1.03012 -0.42530 0.1920 -0.4104 0.2801 -0.1159
C 0.41411 0.43711 -1.24958 0.2287 -0.1614 -0.4554 -0.3549
O 0.22210 -0.45943 -2.03730 0.3372 0.6327 -0.2144 0.0399
C -0.46150 -0.08907 0.72823 -0.3117 0.2171 0.2605 -0.0937
C 0.66279 -1.20262 0.76033 -0.1415 0.1523 0.2490 -0.2489
O 1.15206 -1.52163 1.81689 -0.3486 0.3964 -0.5511 0.0504
H 1.41469 0.70626 -0.85503 0.3334 -0.0705 -0.5356 0.1386
H -0.43618 2.02405 -0.01406 0.2461 -0.3896 -0.0927 0.1097
H -1.58748 1.11642 -1.00810 0.1468 -0.7154 0.7622 0.1227
H -0.29224 0.41805 1.67499 -0.3564 -0.0626 0.0989 0.1066
H -1.37039 -0.69485 0.76522 -0.0737 0.1266 0.1272 0.1219
H 0.93488 -1.76442 -0.15629 -0.2521 0.2849 0.0714 0.1235